1:
{
  "formula": "C5H12N3S",
  "method": "ωB97M-V with the def2-TZVPD basis set",
  "spin_multiplicity": 1,
  "total_charge": 1,
  "homo_energy_ha": -0.4846,
  "species": ["C", "C", "C", "C", "C", "N", "N", "N", "S", "H", "H", "H", "H", "H", "H", "H", "H", "H", "H", "H", "H"],
  "coordinates": [[-0.422, 0.266, 2.380], [1.260, -0.688, -1.348], [2.573, -1.274, -1.731], [-0.019, -1.263, -1.930], [-2.337, 1.549, 2.486], [1.035, 0.223, -0.512], [-1.311, 0.891, 1.682], [-1.237, 0.997, 0.291], [0.417, -0.784, 3.109], [3.424, -0.942, -1.083], [2.870, -0.843, -2.805], [2.610, -2.252, -1.961], [-0.845, -0.936, -1.389], [0.033, -2.344, -2.351], [-0.244, -0.751, -2.786], [-2.246, 2.532, 2.266], [-3.441, 1.236, 2.398], [-2.253, 1.391, 3.577], [1.910, 0.621, -0.193], [-0.533, 0.403, -0.151], [-1.245, 1.967, 0.048]],
  "nbo_charge": [0.17, 0.39, -0.69, -0.69, -0.42, -0.72, -0.21, -0.62, 0.46, 0.24, 0.26, 0.24, 0.22, 0.24, 0.25, 0.22, 0.26, 0.25, 0.36, 0.42, 0.38]
}


2:
{
  "formula": "C5H12N3S",
  "method": "ωB97M-V with the def2-TZVPD basis set",
  "spin_multiplicity": 1,
  "total_charge": 1,
  "homo_energy_ha": -0.4450,
  "species": ["C", "C", "C", "C", "C", "N", "N", "N", "S", "H", "H", "H", "H", "H", "H", "H", "H", "H", "H", "H", "H"],
  "coordinates": [[1.347, -0.289, -2.061], [-2.472, -0.145, 2.339], [-1.119, 1.769, 1.357], [2.934, -0.421, -0.274], [-1.412, 0.310, 1.417], [-0.497, -1.375, -3.083], [0.693, -1.009, -2.736], [2.297, 0.238, -1.409], [-0.581, -0.741, 0.484], [-2.615, -1.223, 2.295], [-2.214, 0.144, 3.360], [-3.412, 0.357, 2.102], [-0.084, 1.960, 1.642], [-1.773, 2.336, 2.014], [-1.236, 2.130, 0.334], [2.178, -0.927, 0.326], [3.440, 0.325, 0.332], [3.663, -1.157, -0.618], [-0.519, -2.130, -3.758], [-1.245, -1.316, -2.401], [2.628, 1.164, -1.661]],
  "nbo_charge": [0.64, -0.70, -0.70, -0.42, 0.06, -0.56, -0.11, -0.54, -0.12, 0.25, 0.25, 0.25, 0.25, 0.23, 0.25, 0.24, 0.24, 0.23, 0.41, 0.41, 0.44]
}


2 is preferred energetically. Next in line: 0.0618 hartree higher.


1:
{
  "formula": "C2H2O4S",
  "method": "ωB97M-V with the def2-TZVPD basis set",
  "spin_multiplicity": 1,
  "total_charge": 0,
  "homo_energy_ha": [-0.3911, -0.3241],
  "species": ["C", "C", "O", "O", "O", "O", "S", "H", "H"],
  "coordinates": [[1.165, 0.436, 0.005], [0.240, -0.605, -0.094], [-2.343, 0.316, -0.114], [-1.866, -2.120, -0.039], [1.213, 1.715, -0.009], [0.193, 2.537, 0.062], [-1.448, -0.762, 0.141], [2.197, 0.078, 0.008], [0.648, -1.595, 0.040]],
  "nbo_charge": [0.18, -0.65, -0.82, -0.85, -0.10, -0.24, 1.99, 0.20, 0.27]
}


2:
{
  "formula": "C2H2O4S",
  "method": "ωB97M-V with the def2-TZVPD basis set",
  "spin_multiplicity": 1,
  "total_charge": 0,
  "homo_energy_ha": -0.3885,
  "species": ["C", "C", "O", "O", "O", "O", "S", "H", "H"],
  "coordinates": [[0.499, -0.985, 1.001], [-0.190, 0.324, 0.551], [0.274, -1.583, 2.004], [-0.143, 0.059, -2.657], [0.669, 1.110, -0.265], [-1.263, 0.160, -0.430], [-0.476, 0.985, -1.645], [1.172, -1.201, 0.191], [-0.542, 1.132, 1.250]],
  "nbo_charge": [0.41, 0.25, -0.44, -0.84, -0.71, -0.70, 1.71, 0.12, 0.19]
}


2 is preferred energetically. Next in line: 0.1737 hartree higher.


1:
{
  "formula": "C7H4O",
  "method": "ωB97M-V with the def2-TZVPD basis set",
  "spin_multiplicity": 1,
  "total_charge": 0,
  "homo_energy_ha": -0.3069,
  "species": ["C", "C", "C", "C", "C", "C", "C", "O", "H", "H", "H", "H"],
  "coordinates": [[1.793, 1.130, 0.093], [1.114, 2.331, -0.087], [2.893, 0.283, 0.218], [-0.654, 0.300, -0.528], [0.448, 1.128, -0.251], [2.374, -0.912, -0.076], [-1.537, -0.235, 0.296], [1.663, -1.844, -0.152], [3.927, 0.401, 0.491], [-1.119, 0.300, -1.451], [-2.462, -0.646, 0.036], [-1.213, -0.275, 1.268]],
  "nbo_charge": [0.00, -0.09, -0.56, -0.26, -0.03, 0.79, -0.32, -0.41, 0.27, 0.23, 0.20, 0.18]
}


2:
{
  "formula": "C7H4O",
  "method": "ωB97M-V with the def2-TZVPD basis set",
  "smiles": "C#CC#C/C=C\\C=O",
  "spin_multiplicity": 1,
  "total_charge": 0,
  "homo_energy_ha": -0.3240,
  "species": ["C", "C", "C", "C", "C", "C", "C", "H", "H", "H", "H", "O"],
  "coordinates": [[-1.908, 1.166, -0.192], [-2.159, -0.349, 0.075], [-1.186, -1.197, -0.182], [0.182, -0.631, -0.410], [1.444, -0.448, -0.182], [2.740, 0.162, -0.105], [3.905, 0.367, 0.062], [-2.800, 1.845, -0.112], [-3.036, -0.960, 0.557], [-1.453, -2.312, 0.452], [5.020, 0.716, 0.099], [-0.748, 1.642, -0.062]],
  "nbo_charge": [0.37, -0.31, -0.21, 0.03, -0.03, -0.11, -0.16, 0.14, 0.24, 0.25, 0.26, -0.48]
}


1 is preferred energetically. Next in line: 0.0447 hartree higher.